No. 1
Formula: C17H21AsCl3CoO4S6
Source: the OMol25 dataset
Level of theory: the ωB97M-V functional and the def2-TZVPD basis

```
53
Properties=species:S:1:pos:R:3:nbo_charge:R:1
Co 0.133 -0.152 -0.387 1.44
C 2.359 1.833 2.739 -0.63
C 1.311 0.779 2.398 0.14
C 1.080 -0.174 3.572 -0.62
O 1.697 0.042 1.231 -0.78
C -0.054 1.484 2.065 0.77
O -0.482 2.308 2.845 -0.67
O -0.609 1.113 0.985 -0.87
H 3.275 1.354 3.090 0.19
H 1.982 2.481 3.527 0.25
H 2.580 2.440 1.861 0.22
H 2.025 -0.592 3.916 0.20
H 0.423 -0.986 3.272 0.21
H 0.614 0.373 4.386 0.24
H 2.643 -0.141 1.278 0.50
Cl -3.858 -6.100 -0.778 0.01
C -3.062 -4.597 -1.046 -0.06
C -2.299 -4.033 -0.033 -0.23
C -1.696 -2.813 -0.254 -0.14
Cl -0.718 -2.081 0.961 0.04
C -1.803 -2.094 -1.470 0.38
O -1.224 -0.956 -1.661 -0.88
C -2.591 -2.730 -2.462 -0.13
Cl -2.808 -1.955 -3.986 0.00
C -3.200 -3.952 -2.265 -0.23
H -2.184 -4.539 0.913 0.24
H -3.786 -4.393 -3.056 0.24
C -1.922 3.404 -1.008 -0.96
As -0.951 2.412 -2.377 1.45
C -0.489 3.705 -3.768 -0.95
C -2.190 1.273 -3.347 -0.95
S 0.914 1.701 -1.682 -0.72
H -2.913 3.689 -1.359 0.24
H -1.340 4.299 -0.771 0.25
H -1.998 2.795 -0.107 0.29
H -1.397 4.152 -4.171 0.23
H 0.046 3.189 -4.569 0.24
H 0.157 4.483 -3.361 0.25
H -2.949 1.920 -3.786 0.23
H -2.646 0.541 -2.688 0.28
H -1.650 0.746 -4.136 0.25
C 0.560 -1.923 -4.427 -0.74
S 1.294 -0.288 -4.691 0.39
C 2.634 -0.197 -3.574 -0.34
C 2.802 -0.757 -2.343 -0.38
S 1.790 -1.811 -1.466 -0.10
S 4.296 -0.280 -1.520 0.49
C 4.898 0.822 -2.713 -0.59
S 6.311 1.633 -2.565 0.06
S 3.866 0.929 -4.114 0.51
H -0.076 -2.103 -5.289 0.24
H -0.029 -1.916 -3.518 0.26
H 1.348 -2.666 -4.377 0.24
```

Gap between HOMO and LUMO (spin up / spin down) in eV: 7.19 / 4.62
LUMO (spin up / spin down) in eV: -0.79 / -3.34
2S+1: 5

***

No. 2
Formula: C17H21B2Cl4NO4
Source: the OMol25 dataset
Level of theory: the ωB97M-V functional and the def2-TZVPD basis

```
49
Properties=species:S:1:pos:R:3:nbo_charge:R:1
Cl 0.073 2.600 -2.437 -0.19
B 0.990 3.067 -0.994 0.39
Cl 2.670 3.616 -1.279 -0.17
Cl 0.142 3.977 0.292 -0.22
O 1.276 1.258 -0.172 -0.72
C 1.514 0.174 -0.797 0.33
C 2.635 0.181 -1.697 -0.10
C 3.961 0.417 -1.289 -0.19
C 4.917 0.508 -2.285 -0.23
C 4.522 0.299 -3.612 -0.06
Cl 5.688 0.580 -4.869 -0.03
C 3.199 0.056 -4.014 -0.23
C 2.247 -0.032 -3.016 -0.17
H 0.603 -0.500 -1.066 0.17
H 4.190 0.530 -0.232 0.22
H 5.961 0.734 -2.044 0.22
H 2.914 -0.056 -5.061 0.22
H 1.191 -0.180 -3.215 0.22
C -1.458 -4.090 0.011 -0.65
C -0.245 -3.273 0.104 0.23
C 0.613 -2.958 1.154 -0.33
C 1.489 -1.977 0.636 -0.37
C 1.168 -1.718 -0.697 0.05
B -1.394 1.206 1.204 1.29
O -1.475 1.290 -0.149 -0.63
C -2.815 0.943 -0.555 -0.08
C -3.508 0.298 0.682 -0.24
N -2.623 0.580 1.866 -0.48
C -2.303 -0.627 2.660 -0.41
C -2.692 1.850 2.747 -0.26
C -1.259 2.084 3.126 -0.11
O -0.414 1.619 2.064 -0.63
O 0.137 -2.599 -1.011 -0.45
H -1.426 -4.946 0.696 0.22
H -2.403 -3.597 0.308 0.19
H -1.632 -4.507 -0.997 0.23
H 0.508 -3.422 2.133 0.21
H 2.252 -1.475 1.179 0.21
H -3.372 1.827 -0.933 0.20
H -2.679 0.243 -1.389 0.22
H -4.543 0.641 0.785 0.23
H -3.526 -0.795 0.518 0.24
H -3.016 -0.741 3.467 0.21
H -2.325 -1.519 2.025 0.25
H -1.314 -0.529 3.101 0.25
H -3.130 2.680 2.172 0.25
H -3.325 1.654 3.616 0.24
H -0.988 3.121 3.259 0.24
H -0.996 1.507 4.002 0.19
```

Gap between HOMO and LUMO in eV: 4.90
LUMO in eV: -0.54

***

No. 3
Formula: C17H21BBrF2O2
Source: the OMol25 dataset
Level of theory: the ωB97M-V functional and the def2-TZVPD basis

```
44
Properties=species:S:1:pos:R:3:nbo_charge:R:1
C 2.249 -0.868 1.532 -0.64
C 1.688 0.196 0.615 -0.17
Br 3.077 0.693 -0.714 -0.12
C 1.228 1.455 1.330 -0.46
C -0.183 1.263 1.957 0.09
C -1.286 2.066 1.202 -0.08
O -2.377 1.210 1.075 -0.72
B -1.748 -0.123 0.921 0.44
O -0.617 -0.073 1.921 -0.76
H 3.260 -0.606 1.857 0.20
H 1.592 -0.956 2.398 0.24
H 2.299 -1.835 1.028 0.21
H 0.881 -0.193 0.001 0.25
H 1.971 1.713 2.093 0.19
H 1.193 2.289 0.623 0.21
H -0.136 1.589 3.007 0.15
H -0.896 2.371 0.212 0.13
H -1.573 2.973 1.752 0.16
H -1.272 -0.216 -0.255 -0.20
H -2.486 -1.064 1.169 -0.12
F 0.949 4.554 -1.183 -0.33
C 0.511 4.133 -2.387 0.40
C 0.450 2.778 -2.641 -0.27
C -0.001 2.367 -3.887 -0.17
C -0.378 3.297 -4.847 -0.24
C -0.306 4.652 -4.560 -0.20
C 0.142 5.083 -3.319 -0.29
H 0.753 2.066 -1.886 0.25
H -0.061 1.308 -4.100 0.22
H -0.732 2.965 -5.814 0.21
H -0.601 5.383 -5.303 0.21
H 0.205 6.133 -3.067 0.22
F -0.294 -3.992 4.169 -0.34
C -0.473 -4.349 2.874 0.39
C -0.550 -5.697 2.580 -0.30
C -0.730 -6.072 1.255 -0.21
C -0.830 -5.106 0.263 -0.25
C -0.750 -3.760 0.596 -0.17
C -0.569 -3.364 1.914 -0.27
H -0.469 -6.428 3.374 0.22
H -0.795 -7.123 1.002 0.20
H -0.977 -5.402 -0.768 0.21
H -0.844 -2.992 -0.162 0.24
H -0.513 -2.314 2.176 0.28
```

Gap between HOMO and LUMO in eV: 7.37
LUMO in eV: 2.84
Net charge: -1